114
Properties=species:S:1:pos:R:3:forces:R:3:mulliken_charge:R:1 method="wB97M-V/def2-TZVPD" mol_weight_g_mol=1374.60 e_homo_ev=-4.495 lumo_energy_ev=0.938 energy_ev=-183166.0858 homo_lumo_gap_ev=5.433 charge=-1
Pt 0.924 -0.393 0.159 -0.83 0.84 -0.32 1.825
C 1.709 3.655 0.236 0.12 -0.02 0.08 -0.672
C 1.440 4.553 -0.958 0.13 0.25 -0.04 -0.844
C 0.355 3.980 -1.846 0.02 -0.15 -0.26 -0.405
Sb 0.708 1.917 -2.479 -0.56 0.64 -0.94 0.128
C -0.720 2.039 -4.143 0.30 -0.13 0.47 0.422
C -1.266 0.837 -4.570 0.09 -0.23 0.14 -0.561
C -2.157 0.789 -5.629 -0.08 -0.08 -0.13 -0.705
C -2.520 1.956 -6.281 -0.11 -0.05 -0.07 -0.336
C -1.993 3.164 -5.858 -0.06 0.15 -0.12 -0.740
C -1.103 3.199 -4.798 0.10 0.24 0.09 0.021
C 2.419 2.453 -3.717 -0.36 -0.11 0.26 0.666
C 3.513 1.601 -3.744 0.05 -0.26 -0.12 -0.261
C 4.652 1.930 -4.459 0.11 -0.06 -0.08 -0.697
C 4.714 3.125 -5.156 0.12 0.07 -0.02 -0.463
C 3.625 3.979 -5.140 -0.01 0.22 -0.13 -0.719
C 2.486 3.640 -4.427 -0.09 0.13 -0.05 -0.234
Sb 3.146 2.088 -0.244 0.27 0.36 0.94 0.854
C 4.718 3.019 0.961 -0.31 -0.21 -0.38 0.332
C 5.655 2.240 1.623 -0.10 -0.19 -0.02 -0.509
C 6.706 2.824 2.308 0.10 -0.03 0.12 -0.567
C 6.830 4.204 2.338 0.11 0.06 0.04 -0.414
C 5.922 4.991 1.652 0.08 0.14 0.04 -0.609
C 4.883 4.397 0.958 -0.16 0.06 -0.07 -0.236
C 2.418 0.810 1.356 0.74 0.12 -0.53 -0.340
C 2.795 -0.554 1.415 0.56 0.28 0.07 -0.633
C 2.543 -1.302 2.577 -0.04 -0.14 0.51 -0.942
C 1.952 -0.711 3.674 0.24 -0.31 -0.33 -0.349
C 1.618 0.639 3.637 -0.04 0.61 -0.09 -0.724
C 1.837 1.380 2.496 -0.32 0.10 0.72 -0.181
H 0.779 3.158 0.517 -0.04 -0.10 0.16 -0.326
H 2.074 4.228 1.091 0.07 -0.14 0.03 0.825
H 2.359 4.701 -1.542 -0.09 0.10 -0.01 0.284
H 1.130 5.551 -0.610 0.05 -0.09 -0.05 0.479
H 0.219 4.620 -2.715 -0.07 -0.04 -0.14 0.474
H -0.590 3.952 -1.305 -0.05 -0.04 0.00 -0.171
H -0.987 -0.077 -4.059 -0.06 -0.11 -0.02 0.355
H -2.571 -0.160 -5.947 0.00 -0.03 0.01 0.401
H -3.217 1.928 -7.109 -0.01 -0.02 -0.01 0.358
H -2.276 4.086 -6.354 0.01 -0.02 0.00 0.372
H -0.708 4.156 -4.485 0.01 0.10 0.00 0.127
H 3.469 0.661 -3.209 0.06 0.01 0.07 0.191
H 5.495 1.254 -4.472 0.06 -0.07 0.01 0.437
H 5.606 3.395 -5.706 0.03 -0.02 -0.02 0.366
H 3.663 4.917 -5.683 0.00 -0.01 -0.01 0.392
H 1.641 4.315 -4.439 -0.05 0.09 0.02 0.156
H 5.557 1.161 1.603 0.05 -0.06 0.07 0.332
H 7.432 2.206 2.818 0.03 -0.05 0.06 0.384
H 7.640 4.664 2.886 0.08 0.03 0.03 0.362
H 6.025 6.069 1.654 0.01 0.04 0.00 0.376
H 4.191 5.017 0.402 -0.07 0.12 0.01 0.244
H 3.488 -0.953 0.678 -0.28 -0.04 -0.02 0.690
H 2.864 -2.334 2.617 -0.05 -0.09 -0.02 0.433
H 1.761 -1.284 4.569 0.03 -0.08 0.05 0.485
H 1.199 1.117 4.513 -0.07 0.00 0.00 0.389
H 1.571 2.427 2.492 -0.03 0.05 0.02 0.272
C -1.063 3.473 3.308 -0.33 -0.20 -0.41 -1.058
Si -2.154 2.794 1.895 0.14 0.84 0.75 0.414
C -2.429 4.228 0.666 0.14 -0.51 0.28 -1.219
C -3.865 2.359 2.616 0.59 -0.03 -0.31 -1.107
Se -1.433 0.917 0.938 0.79 -1.17 -0.70 -0.294
H -1.629 4.150 3.942 -0.16 0.15 0.13 0.483
H -0.218 4.029 2.913 0.20 0.08 -0.13 0.259
H -0.677 2.666 3.924 0.01 -0.15 0.10 0.129
H -3.220 4.881 1.021 -0.19 0.13 0.13 0.496
H -2.711 3.853 -0.314 -0.08 -0.07 -0.12 0.273
H -1.531 4.828 0.553 0.21 0.08 -0.02 0.258
H -4.296 3.198 3.152 -0.04 0.27 0.09 0.391
H -3.791 1.517 3.297 0.05 -0.18 0.13 0.217
H -4.543 2.080 1.815 -0.14 -0.08 -0.16 0.289
S 3.030 -3.175 -2.571 0.22 -0.60 -0.27 -0.451
C 2.671 -1.750 -1.969 -0.13 -0.14 0.05 0.260
N 2.413 -0.674 -1.551 -0.86 0.10 1.29 -0.418
C 0.906 -5.709 0.863 -0.60 0.24 -0.21 -1.049
Si -0.890 -5.679 0.197 0.28 -0.60 -0.09 0.504
C -1.784 -7.190 0.984 0.17 0.65 -0.15 -1.122
C -0.849 -6.031 -1.682 -0.05 0.41 0.59 -1.111
Si -1.923 -3.562 0.672 0.07 -0.02 0.03 -0.143
Te -0.832 -1.870 -0.927 -0.53 -0.86 -0.57 -0.555
Si -1.965 -3.239 3.047 -0.14 0.04 0.84 0.369
C -3.144 -4.576 3.762 0.34 0.41 -0.42 -1.088
C -2.607 -1.526 3.592 0.25 -0.46 -0.41 -0.650
C -0.292 -3.524 3.937 -0.40 0.08 -0.56 -0.630
Si -4.210 -3.502 -0.046 -0.69 0.06 -0.18 0.414
C -4.359 -3.583 -1.953 0.36 0.09 0.61 -1.089
C -5.010 -1.868 0.554 0.47 -0.44 -0.14 -0.867
C -5.288 -4.950 0.618 0.54 0.43 -0.09 -1.082
H 1.476 -6.556 0.492 -0.03 -0.21 -0.15 0.419
H 0.927 -5.747 1.948 -0.07 0.01 0.22 0.326
H 1.423 -4.807 0.553 0.14 0.23 -0.09 0.216
H -1.316 -8.118 0.668 0.18 -0.12 -0.14 0.383
H -2.827 -7.232 0.692 -0.26 0.01 -0.10 0.243
H -1.752 -7.161 2.068 0.03 0.05 0.27 0.308
H -0.237 -6.894 -1.931 0.14 -0.18 0.13 0.376
H -0.442 -5.171 -2.204 0.12 0.19 -0.13 0.316
H -1.846 -6.208 -2.071 -0.27 -0.03 -0.04 0.304
H -4.156 -4.452 3.395 -0.25 0.10 -0.09 0.207
H -3.186 -4.541 4.846 0.11 0.12 0.27 0.395
H -2.824 -5.571 3.475 0.12 -0.28 -0.08 0.195
H -3.678 -1.432 3.440 -0.23 -0.04 -0.08 0.328
H -2.132 -0.761 2.985 0.07 0.16 -0.10 -0.244
H -2.394 -1.293 4.633 0.09 -0.21 0.23 0.509
H 0.071 -4.537 3.793 0.04 -0.24 -0.07 0.347
H -0.358 -3.346 5.008 -0.22 0.06 0.14 0.455
H 0.453 -2.847 3.537 0.17 0.11 -0.13 -0.336
H -3.665 -2.878 -2.401 0.12 0.17 -0.12 0.272
H -5.357 -3.344 -2.312 -0.23 0.07 0.12 0.377
H -4.101 -4.569 -2.324 0.09 -0.27 -0.04 0.268
H -4.281 -1.065 0.495 0.20 0.21 -0.03 0.081
H -5.330 -1.937 1.589 -0.03 -0.10 0.26 0.288
H -5.872 -1.571 -0.036 -0.16 -0.11 -0.20 0.426
H -4.900 -5.911 0.297 0.12 -0.23 -0.13 0.267
H -6.312 -4.873 0.264 -0.19 0.13 -0.17 0.372
H -5.320 -4.967 1.701 0.00 0.03 0.24 0.289

---

18
Properties=species:S:1:pos:R:3:forces:R:3:mulliken_charge:R:1 method="wB97M-V/def2-TZVPD" mol_weight_g_mol=88.15 e_homo_ev="-8.292 / -8.291" lumo_energy_ev="-0.089 / -0.089" energy_ev=-7422.0887 homo_lumo_gap_ev="8.203 / 8.203" charge=0
C -0.893 1.168 0.472 0.39 -1.69 -0.61 -0.621
C -0.693 -0.819 0.448 -0.56 1.09 0.27 -0.699
C -1.529 -1.352 -0.694 -0.01 -0.06 0.08 -0.882
O -0.138 1.739 1.345 1.25 0.09 0.11 -0.656
H 1.114 1.366 0.944 -1.33 0.15 0.36 0.304
H -1.946 1.051 0.734 0.08 0.08 -0.01 0.425
H -0.746 1.434 -0.587 -0.13 0.06 0.03 0.355
H -1.235 -0.793 1.392 -0.15 -0.14 0.01 0.379
H 0.154 -1.454 0.683 0.19 0.18 -0.13 0.442
H -0.948 -1.444 -1.615 -0.01 -0.01 -0.01 0.240
H -2.378 -0.698 -0.911 0.04 0.02 0.01 0.278
H -1.939 -2.340 -0.464 0.03 0.03 -0.06 0.342
C 1.408 -0.058 -0.618 0.48 0.73 0.58 -0.760
C 2.061 0.837 0.247 0.31 -0.67 -0.82 -0.602
H 2.394 1.771 -0.204 -0.24 0.13 0.07 0.345
H 2.791 0.407 0.927 -0.11 0.00 0.05 0.312
H 1.618 -1.116 -0.595 -0.16 -0.01 0.11 0.446
H 0.906 0.300 -1.506 -0.04 0.02 -0.01 0.352

---

103
Properties=species:S:1:pos:R:3:forces:R:3:mulliken_charge:R:1 method="wB97M-V/def2-TZVPD" mol_weight_g_mol=970.76 e_homo_ev="-8.296 / -10.410" lumo_energy_ev="-3.001 / -2.988" energy_ev=-201203.5484 homo_lumo_gap_ev="5.294 / 7.422" charge=+1 spin_multiplicity=2
Bi -0.849 0.656 -1.173 0.49 0.27 -1.96 0.804
C 5.788 4.568 -0.648 0.01 0.03 0.00 -2.203
C 4.555 5.470 -0.689 0.02 -0.03 0.01 1.875
C 4.601 6.298 -1.981 0.01 0.00 0.01 -1.583
C 4.597 6.411 0.523 0.02 0.01 -0.02 -1.576
C 3.260 4.664 -0.650 0.03 -0.05 0.01 -0.498
C 3.234 3.287 -0.553 -0.04 0.03 -0.02 -0.285
C 2.013 2.628 -0.526 0.05 0.03 0.03 -0.211
Br 2.086 0.720 -0.359 0.04 0.08 -0.01 -0.338
C 0.781 3.272 -0.595 -0.07 0.06 -0.01 1.255
O -0.403 2.628 -0.570 0.07 -0.09 0.28 -0.336
C 0.800 4.687 -0.672 0.05 -0.06 -0.02 -0.762
C 2.030 5.322 -0.700 -0.02 0.03 0.02 -0.316
C -0.502 5.490 -0.691 -0.02 0.03 -0.02 2.484
C -1.385 5.082 -1.882 -0.06 0.01 0.05 -1.619
C -0.251 6.996 -0.825 -0.02 -0.03 0.02 -2.366
C -1.239 5.273 0.641 0.00 0.01 0.01 -1.084
H 6.688 5.181 -0.708 0.00 0.01 0.01 0.427
H 5.808 3.871 -1.487 0.00 0.00 -0.02 0.420
H 5.842 3.995 0.280 -0.01 -0.01 0.01 0.409
H 5.531 6.867 -2.025 0.01 0.01 0.00 0.464
H 3.775 7.007 -2.038 -0.02 0.01 0.00 0.319
H 4.554 5.653 -2.859 0.00 -0.02 -0.01 0.363
H 5.527 6.982 0.523 0.01 0.01 0.00 0.460
H 4.542 5.848 1.456 0.01 -0.02 0.01 0.357
H 3.771 7.123 0.509 -0.02 0.01 0.00 0.315
H 4.143 2.708 -0.499 0.01 -0.01 0.00 0.547
H 2.043 6.400 -0.761 0.00 0.01 -0.02 0.398
H -0.857 5.247 -2.822 0.01 0.00 -0.01 0.366
H -2.286 5.700 -1.896 -0.01 0.02 -0.01 0.462
H -1.683 4.037 -1.842 0.04 -0.03 -0.02 0.171
H 0.250 7.245 -1.761 0.01 -0.01 -0.01 0.440
H 0.338 7.392 0.003 0.00 0.00 0.01 0.423
H -1.212 7.513 -0.817 -0.01 0.01 -0.01 0.466
H -1.399 4.216 0.845 0.01 -0.02 -0.02 -0.195
H -2.205 5.786 0.620 -0.02 0.00 0.01 0.439
H -0.659 5.691 1.465 0.01 0.02 0.00 0.409
O -3.008 1.247 -1.092 -0.06 -0.07 0.09 -0.837
N -3.630 1.565 0.050 0.08 -0.07 0.09 0.731
C -4.134 0.585 0.821 -0.02 0.16 -0.12 -0.339
C -4.769 0.906 1.999 0.00 0.07 0.01 -0.688
C -4.880 2.238 2.373 0.00 0.00 -0.01 -0.336
C -4.354 3.224 1.550 -0.04 -0.06 0.07 -0.679
C -3.726 2.862 0.381 0.02 -0.10 -0.04 -0.294
H -3.996 -0.415 0.444 0.01 -0.01 -0.01 0.605
H -5.164 0.109 2.612 -0.03 0.01 0.01 0.452
H -5.375 2.504 3.296 -0.01 0.01 0.01 0.441
H -4.418 4.271 1.803 -0.01 0.01 0.02 0.449
H -3.274 3.545 -0.322 -0.01 0.00 -0.01 0.688
N -1.312 0.088 1.034 -0.84 -0.26 1.43 -0.150
C -0.744 0.341 2.016 -0.02 -0.09 -0.07 -0.100
C -0.064 0.647 3.212 0.36 0.21 0.31 0.527
C 0.601 -0.355 3.923 -0.05 -0.09 -0.07 -0.451
C 1.255 -0.035 5.096 0.08 -0.08 0.08 -0.660
C 1.264 1.270 5.569 -0.05 -0.02 -0.10 -0.415
C 0.608 2.265 4.855 0.00 0.11 0.06 -0.720
C -0.054 1.966 3.681 -0.06 0.02 -0.10 -0.390
H 0.597 -1.371 3.551 0.00 -0.02 0.00 0.655
H 1.767 -0.812 5.647 0.01 -0.01 0.01 0.420
H 1.783 1.512 6.485 0.00 0.00 0.02 0.406
H 0.619 3.285 5.215 0.00 0.02 0.00 0.433
H -0.555 2.740 3.115 0.00 0.02 0.00 0.550
C 0.029 -6.817 -3.097 0.00 -0.05 -0.01 -1.585
C -0.017 -5.310 -2.800 -0.02 -0.02 0.06 2.208
C 1.395 -4.747 -3.033 0.01 0.01 0.01 -1.846
C -0.934 -4.657 -3.849 -0.02 0.00 0.00 -1.872
Si -0.633 -4.969 -1.010 -0.03 0.13 0.04 -0.338
Br -0.556 -2.650 -0.870 0.03 -0.09 0.00 -0.165
C 0.575 -5.479 0.407 -0.08 -0.01 -0.08 2.258
C 0.684 -7.007 0.522 0.01 -0.04 0.00 -1.571
C 0.116 -4.942 1.773 0.01 0.03 0.00 -1.866
C 1.990 -4.927 0.170 0.01 0.01 -0.01 -1.891
C -2.503 -5.319 -0.684 0.10 -0.03 -0.01 2.350
C -3.398 -4.650 -1.741 0.00 0.01 -0.02 -1.947
C -2.799 -6.826 -0.712 -0.01 -0.05 -0.01 -1.650
C -2.959 -4.781 0.682 0.00 0.03 -0.01 -1.889
H 0.372 -6.961 -4.126 0.01 -0.01 -0.03 0.464
H -0.948 -7.292 -3.015 -0.01 0.00 0.01 0.266
H 0.724 -7.351 -2.451 0.01 0.00 0.01 0.302
H 1.612 -4.801 -4.102 0.01 0.00 -0.02 0.594
H 2.163 -5.327 -2.527 -0.01 0.00 0.01 0.299
H 1.492 -3.704 -2.729 0.00 0.01 0.00 0.255
H -0.430 -4.701 -4.817 0.00 0.00 -0.02 0.590
H -1.145 -3.609 -3.635 0.00 0.02 0.01 0.254
H -1.877 -5.186 -3.961 0.01 0.00 0.01 0.306
H -0.267 -7.479 0.767 -0.03 0.00 0.00 0.302
H 1.382 -7.250 1.328 0.02 -0.01 0.02 0.464
H 1.071 -7.470 -0.385 0.00 0.00 -0.01 0.277
H -0.746 -5.475 2.161 -0.06 -0.02 0.00 0.218
H -0.114 -3.876 1.752 -0.01 0.02 -0.01 0.202
H 0.929 -5.093 2.489 0.01 -0.01 0.02 0.635
H 2.506 -5.439 -0.637 -0.01 0.00 -0.01 0.286
H 2.577 -5.091 1.077 0.02 0.00 0.01 0.593
H 1.998 -3.856 -0.039 0.00 0.01 -0.01 0.235
H -3.337 -5.138 -2.709 0.01 0.00 0.01 0.287
H -3.175 -3.590 -1.874 0.01 0.01 0.00 0.256
H -4.436 -4.732 -1.410 -0.02 0.00 0.00 0.601
H -2.564 -7.283 -1.673 0.00 0.00 -0.01 0.288
H -3.868 -6.978 -0.537 -0.03 -0.01 0.01 0.470
H -2.267 -7.373 0.065 0.02 0.00 0.02 0.281
H -2.665 -3.744 0.849 0.01 0.02 -0.01 0.201
H -2.590 -5.380 1.509 0.04 -0.03 0.03 0.276
H -4.051 -4.829 0.720 -0.02 0.00 0.01 0.596

---

15
Properties=species:S:1:pos:R:3:forces:R:3:mulliken_charge:R:1 method="wB97M-V/def2-TZVPD" mol_weight_g_mol=83.13 e_homo_ev=-7.727 lumo_energy_ev=1.069 energy_ev=-6819.5304 homo_lumo_gap_ev=8.797 charge=0
C 2.151 -0.909 1.500 0.24 0.23 0.30 -0.826
C 0.952 -1.475 1.430 -0.24 -0.41 -0.45 -0.062
C -0.205 -1.019 0.656 -0.19 0.53 0.37 -0.186
C -0.196 -0.046 -0.257 -0.20 -0.36 -0.73 -0.191
N -1.306 0.318 -1.032 -0.14 0.72 0.53 -0.351
C -1.235 1.655 -1.626 0.39 -0.39 -0.72 -0.930
H 2.987 -1.348 2.032 -0.21 -0.13 0.01 0.250
H 2.351 0.064 1.075 -0.04 0.08 -0.16 0.211
H 0.780 -2.436 1.902 0.20 -0.03 0.19 0.278
H -1.178 -1.460 0.866 0.19 -0.19 0.07 0.238
H 0.717 0.435 -0.583 0.16 0.01 0.10 0.313
H -2.165 0.264 -0.496 0.09 -0.38 -0.06 0.287
H -0.839 2.403 -0.936 -0.22 0.17 -0.01 0.327
H -0.598 1.634 -2.520 0.09 -0.03 0.29 0.286
H -2.215 1.921 -2.013 -0.12 0.17 0.28 0.356